{
  "formula": "C25H21AuCl3GeN4S",
  "method": "ωB97M-V/def2-TZVPD",
  "lumo_energy_ha": [0.010, -0.117],
  "s_squared": 3.86,
  "multiplicity": 4,
  "orbital_gap_ev": [8.0, 5.5],
  "species": ["Au", "Cl", "Ge", "Cl", "Cl", "C", "C", "C", "C", "C", "C", "C", "C", "N", "H", "H", "H", "H", "H", "H", "C", "C", "C", "C", "C", "C", "N", "C", "C", "C", "C", "C", "C", "H", "H", "H", "H", "H", "H", "H", "H", "H", "H", "C", "C", "C", "C", "N", "C", "S", "N", "H", "H", "H", "H", "H"],
  "xyz": [[0.847041, 0.419473, -0.441598], [-0.418102, 1.608604, -4.010800], [-0.892516, 1.085970, -1.976485], [-2.257290, 2.636218, -1.330573], [-2.168550, -0.676214, -2.208122], [-2.230493, 0.389667, 1.704887], [-2.989426, 0.157380, 2.827904], [-3.950728, -0.897998, 2.860333], [-4.813351, -1.040320, 3.909660], [-4.740917, -0.166449, 5.009913], [-3.740130, 0.821224, 5.047725], [-2.885214, 0.977450, 3.993714], [-5.675886, -0.259838, 6.053444], [-6.455896, -0.322383, 6.894290], [-2.359916, -0.205420, 0.816758], [-1.562026, 1.230616, 1.644425], [-4.003124, -1.564764, 2.012673], [-5.570460, -1.810982, 3.909512], [-3.673049, 1.455723, 5.920791], [-2.119592, 1.739010, 4.018601], [4.653526, -3.668247, -0.510069], [3.913415, -2.873838, -1.379944], [3.020749, -1.949585, -0.893324], [2.854357, -1.753026, 0.494332], [3.627814, -2.559719, 1.360842], [4.492127, -3.504593, 0.860232], [1.886739, -0.929997, 0.933497], [1.760040, -0.591956, 2.263692], [0.492285, -0.699506, 2.851365], [0.310577, -0.380595, 4.178682], [1.376975, 0.084462, 4.937803], [2.625466, 0.237243, 4.353809], [2.825393, -0.100767, 3.031012], [5.328103, -4.417703, -0.899113], [4.024699, -3.002725, -2.445972], [2.400872, -1.366245, -1.560836], [3.480214, -2.465769, 2.424706], [5.046459, -4.132823, 1.540762], [-0.330006, -1.056102, 2.247168], [-0.669142, -0.471037, 4.623463], [1.238152, 0.343654, 5.976542], [3.448960, 0.633802, 4.928969], [3.779021, 0.065936, 2.550747], [4.654552, 0.193234, -4.925595], [4.710504, 0.462398, -3.460831], [5.749583, -0.005486, -2.649625], [5.598286, 0.183436, -1.286476], [4.573026, 0.833850, -0.768995], [3.690436, 1.332404, -1.625253], [2.420872, 2.318642, -0.958759], [3.705092, 1.142434, -2.934952], [5.628505, 0.344970, -5.380563], [3.915667, 0.835012, -5.394437], [4.364094, -0.845508, -5.081422], [6.610552, -0.514807, -3.049526], [6.311878, -0.200999, -0.567687]],
  "forces_ev_per_angstrom": [[-0.33, 0.15, -0.37], [0.07, -0.01, 0.08], [0.17, -0.02, 0.05], [0.06, -0.02, 0.05], [-0.04, 0.02, 0.03], [0.06, 0.20, -0.40], [-0.47, -0.15, 0.66], [0.21, 0.20, -0.16], [-0.12, 0.06, 0.29], [0.74, 0.07, -0.85], [-0.19, -0.09, 0.17], [0.06, -0.07, -0.33], [-0.47, -0.09, 0.52], [-0.18, -0.04, 0.25], [-0.01, -0.16, -0.17], [0.17, 0.15, 0.05], [-0.08, -0.06, -0.09], [-0.01, -0.06, -0.04], [0.03, 0.06, -0.02], [0.03, 0.12, 0.00], [-0.03, 0.07, -0.06], [-0.10, 0.06, -0.15], [-0.12, 0.01, -0.29], [-0.01, -0.36, 0.15], [0.04, -0.13, 0.29], [0.13, 0.05, 0.20], [0.41, 0.21, -0.96], [-0.22, 0.17, 1.32], [0.27, -0.09, -0.34], [0.04, 0.09, 0.24], [0.03, 0.00, -0.03], [-0.02, 0.03, 0.09], [-0.06, -0.09, -0.44], [0.03, -0.01, 0.01], [-0.03, 0.02, -0.10], [0.02, 0.05, -0.16], [0.04, -0.05, 0.09], [0.03, -0.04, 0.09], [-0.01, -0.05, 0.01], [-0.06, -0.08, 0.02], [-0.06, 0.02, 0.07], [0.05, 0.03, 0.05], [0.11, -0.03, -0.02], [0.05, -0.03, -0.03], [0.38, -0.19, 0.23], [-0.25, 0.06, 0.13], [0.32, -0.08, -0.29], [0.04, 0.08, 0.63], [0.03, -0.17, 0.18], [-0.71, 0.25, 0.27], [-0.36, 0.15, -0.50], [0.11, -0.02, -0.13], [-0.02, 0.03, -0.02], [-0.01, -0.07, -0.11], [0.07, -0.10, -0.11], [0.15, -0.07, -0.07]]
}